# 1
The following is a DFT calculation (wB97M-V/def2-TZVPD) of C7H4Cl2N2O2 in the gas phase at a distorted geometry.

The gap between HOMO and LUMO comes out at 9.481 eV. The calculation puts the HOMO energy at -0.3814 Ha. Its structure (SMILES) is CC1=C(Cl)C(=O)NC(=O)[C@@]1(Cl)C#N.

```
! wB97M-V def2-TZVPD RIJCOSX def2/J DEFGRID3
* xyz 0 1
Cl 2.15 1.07 1.32
Cl 0.18 -2.61 -0.85
O 2.37 -1.69 -2.41
O 2.21 2.71 -1.60
N 2.29 0.47 -1.98
N -0.82 3.03 0.60
C 0.72 -1.01 -0.87
C 1.01 1.33 -0.06
C 1.83 1.60 -1.31
C 0.21 -0.17 0.00
C 1.83 -0.80 -1.84
C -0.85 -0.54 0.98
C 0.08 2.35 0.31
H -1.41 -1.30 0.54
H -1.41 0.37 1.18
H -0.22 -0.88 1.75
H 3.04 0.42 -2.56
*
```

# 2
The following is a DFT calculation (wB97M-V/def2-TZVPD) of a molecular structure, C7H4ClO6SW at a distorted geometry.

The gap between HOMO and LUMO (spin up / spin down) comes out at 7.481 / 7.499 eV. The calculation puts the HOMO energy (spin up / spin down) at -0.4990 / -0.4993 Ha.

```
! wB97M-V def2-TZVPD RIJCOSX def2/J DEFGRID3
* xyz 1 1
W -1.25 -1.88 0.00
Cl -3.47 -3.55 0.00
S -1.47 0.32 0.00
O -4.03 -3.99 -1.19
O 2.76 -1.44 0.00
O 0.54 -1.75 0.00
O -4.03 -3.99 1.18
O -3.33 -2.03 0.00
O -1.95 -3.82 0.00
C 2.52 1.34 0.00
C 0.13 1.13 0.00
C 1.16 3.30 0.00
C 1.71 -0.92 0.00
C 2.41 2.72 0.00
C 1.39 0.52 0.00
C 0.02 2.51 0.00
H -0.96 2.97 0.00
H 3.49 0.86 0.00
H 3.30 3.33 0.00
H 1.05 4.38 0.00
*
```

# 3
The following is a DFT calculation (wB97M-V/def2-TZVPD) of a molecular structure, C7H4CuN2O4 at a distorted geometry.

The gap between HOMO and LUMO (spin up / spin down) comes out at 7.953 / 5.227 eV. The calculation puts the HOMO energy (spin up / spin down) at -0.6266 / -0.6263 Ha.

```
! wB97M-V def2-TZVPD RIJCOSX def2/J DEFGRID3
* xyz 2 2
Cu 0.22 0.02 -1.31
O 0.16 3.07 -1.52
O -2.04 0.06 -4.11
O 3.20 0.08 -1.93
O 0.16 -3.00 -1.80
N -0.40 0.63 2.77
N -0.07 -0.03 0.71
C -0.02 1.94 -1.48
C 2.06 0.06 -1.74
C -1.32 0.08 -3.23
C -0.24 1.03 1.48
C 0.02 -1.86 -1.72
C -0.33 -0.76 2.81
C -0.13 -1.16 1.51
H -0.54 1.26 3.55
H -0.26 2.07 1.19
H -0.02 -2.15 1.11
H -0.42 -1.34 3.71
*
```

# 4
The following is a DFT calculation (wB97M-V/def2-TZVPD) of a molecular structure, C7H4F6IN2O5OsS3.

The gap between HOMO and LUMO (spin up / spin down) comes out at 8.152 / 7.395 eV. The calculation puts the HOMO energy (spin up / spin down) at -0.3156 / -0.3424 Ha.

```
! wB97M-V def2-TZVPD RIJCOSX def2/J DEFGRID3
* xyz 0 6
Os 0.00 -0.47 -0.99
I -0.75 -1.12 -3.39
S 0.88 2.65 0.42
S 2.51 1.23 -1.17
S 0.50 -2.33 0.50
F 4.58 0.56 -2.55
F 5.07 1.53 -0.67
F 4.32 2.70 -2.33
F 0.11 3.70 -1.87
F 0.96 5.11 -0.45
F -1.04 4.32 -0.13
O -1.81 -0.58 0.20
O 1.68 1.26 -2.35
O 0.90 3.12 1.75
O 2.50 -0.07 -0.51
O -0.03 1.53 0.11
N 2.32 2.42 -0.17
N -2.09 -1.74 0.79
C -1.11 -2.66 1.00
C -1.48 -3.84 1.65
C 0.18 4.04 -0.58
C 4.25 1.53 -1.71
C -2.77 -4.05 2.06
C -3.37 -1.93 1.17
C -3.74 -3.08 1.82
H -4.03 -1.11 0.93
H -3.04 -4.97 2.56
H -4.77 -3.20 2.11
H -0.70 -4.57 1.82
*
```

# 5
The following is a DFT calculation (wB97M-V/def2-TZVPD) of C7H4N2O2S in the gas phase.

The gap between HOMO and LUMO comes out at 9.012 eV. The calculation puts the HOMO energy at -0.3592 Ha. Its structure (SMILES) is O=C(O)c1cc2nccnc2s1.

```
! wB97M-V def2-TZVPD RIJCOSX def2/J DEFGRID3
* xyz 0 1
S -0.46 -1.40 0.00
O -3.50 -0.75 0.00
O -3.22 1.44 0.00
N 2.08 1.56 0.01
N 2.26 -1.29 -0.01
C -2.72 0.35 0.00
C -0.38 1.20 -0.01
C 0.99 0.77 0.00
C 1.10 -0.63 0.01
C 3.24 0.91 0.00
C -1.25 0.17 0.00
C 3.33 -0.50 -0.01
H 4.13 1.53 0.00
H 4.32 -0.99 0.01
H -2.97 -1.55 0.00
H -0.71 2.23 -0.01
*
```

# 6
The following is a DFT calculation (wB97M-V/def2-TZVPD) of 2 unconnected molecules or ions with the total composition C7H4NO3 at a distorted geometry.

The gap between HOMO and LUMO (spin up / spin down) comes out at 6.847 / 6.845 eV. The calculation puts the HOMO energy (spin up / spin down) at -0.5077 / -0.5077 Ha.

```
! wB97M-V def2-TZVPD RIJCOSX def2/J DEFGRID3
* xyz 1 1
O 2.42 3.31 0.02
O 3.51 -1.44 0.53
O 5.39 -0.78 -0.59
N 2.63 2.17 0.29
C 1.69 1.11 0.15
C 4.45 -1.13 -0.07
C 0.98 -1.20 0.32
C -0.32 -0.79 0.04
C 0.37 1.54 -0.05
C 1.87 -0.21 0.34
C -0.64 0.58 -0.06
H -1.55 1.04 -0.28
H 0.39 2.68 -0.15
H -0.92 -1.66 -0.03
H 1.05 -2.32 0.49
*
```